This record from the Open Molecules 2025 dataset describes a cluster of 2 separate species, C6H15N2 in total in a non-equilibrium geometry. The level of theory is the ωB97M-V functional and the def2-TZVPD basis.

Output
Total energy: -346.680284 a.u.
HOMO energy: -13.331 eV
LUMO: -7.62 eV
Molecular weight: 115.2 g/mol
Net charge: +1
F_max: 3.9 eV/Å
ΔE to the lowest compared entry with this formula, charge and spin: 6.321 eV
Spin multiplicity: 1

Structure (XYZ):
```
23
Properties=species:S:1:pos:R:3:forces:R:3
N -3.832 1.484 -1.943 -1.09 -0.64 -1.52
C 0.348 0.834 0.050 -0.59 1.38 3.58
C 1.484 0.939 1.063 -0.33 1.70 0.03
C 2.686 0.072 0.799 2.54 -1.77 1.47
C 3.297 -0.582 1.832 -0.82 -0.77 0.05
C -0.878 0.016 0.384 -1.19 -3.06 -1.38
N -1.434 -1.033 -0.584 0.90 0.75 0.27
C -0.322 -1.968 -0.959 0.09 3.05 -1.93
H -4.856 1.561 -1.901 0.58 -0.25 0.22
H -3.462 1.873 -1.125 0.40 0.87 1.38
H -3.583 2.091 -2.715 0.23 0.02 -0.03
H 0.253 1.754 -0.551 0.21 -0.99 -0.87
H 1.787 2.048 1.223 -0.33 -1.56 -1.03
H 1.239 0.650 2.097 -0.93 -0.35 -0.53
H 3.199 -0.003 -0.157 -0.44 0.46 -0.09
H 2.859 -0.722 2.849 -0.02 0.80 -0.88
H 4.213 -1.233 1.824 -0.82 1.08 -0.92
H -1.808 0.618 0.586 1.18 0.37 -0.15
H -0.717 -0.667 1.223 0.55 0.81 0.39
H -1.827 -0.588 -1.400 -0.20 0.16 -0.18
H 0.544 -1.202 -1.120 -0.30 -1.90 0.28
H -0.475 -2.488 -1.929 -0.29 0.52 0.65
H -0.193 -2.707 -0.225 0.68 -0.68 1.21
```
Forces are in eV/Å.